# 1
Molecular formula: C5H8O
Method: DFT, wB97M-V/def2-TZVPD

Last column: Löwdin charge in e.
Geometry (Å):
1 C 1.112 0.625 0.088  -0.1406
2 C 0.915 -0.920 0.162  -0.0935
3 C -0.410 -0.817 -0.656  -0.2791
4 O -1.632 -0.919 0.088  -0.0654
5 C -1.355 0.398 0.585  -0.1384
6 C -0.273 0.687 -0.504  -0.2339
7 H 1.217 1.171 1.034  0.1051
8 H 1.898 0.955 -0.594  0.1028
9 H 0.777 -1.314 1.171  0.1137
10 H 1.686 -1.485 -0.357  0.1020
11 H -0.482 -1.338 -1.606  0.1437
12 H -0.987 0.331 1.619  0.1327
13 H -1.945 1.230 0.281  0.1066
14 H -0.522 1.397 -1.311  0.1442

Properties
- ΔE to the lowest compared entry with this formula, charge and spin (kcal/mol) = 65.38
- net charge = 0
- E_LUMO (eV) = 1.127
- energy (a.u.) = -270.453702
- highest occupied orbital energy (eV) = -9.304
- gap between HOMO and LUMO (eV) = 10.43

***

# 2
Molecular formula: C2H5N3OS
Method: DFT, wB97M-V/def2-TZVPD

Last column: Löwdin charge in e.
Geometry (Å):
1 C -0.304 -1.473 -0.232  -0.4807
2 C 0.251 1.641 0.925  -0.3933
3 H 0.513 -0.857 -3.038  0.1058
4 H -0.148 -2.585 -0.241  0.1007
5 H -1.651 1.143 0.343  0.0681
6 H 0.030 2.597 0.543  0.0930
7 H 1.461 0.367 1.712  0.0496
8 N -0.106 -0.749 -1.258  -0.0870
9 N -0.922 0.858 0.957  -0.3556
10 N 1.414 1.371 1.325  0.0702
11 O 0.339 -1.517 -2.332  -0.0812
12 S -0.878 -0.795 1.296  0.9104

Properties
- ΔE to the lowest compared entry with this formula, charge and spin (kcal/mol) = 76.47
- net charge = 0
- SMILES = [H]/N=C\NS/C=N/O
- E_LUMO (eV) = 0.755
- energy (a.u.) = -716.818839
- highest occupied orbital energy (eV) = -9.221
- gap between HOMO and LUMO (eV) = 9.98

***

# 3
Molecular formula: C5H10O
Method: DFT, wB97M-V/def2-TZVPD

Last column: Löwdin charge in e.
Geometry (Å):
1 C 1.899 0.025 -0.008  -0.0743
2 C 0.421 0.547 0.190  -0.3203
3 C -0.457 0.230 -1.021  -0.1437
4 C -1.809 -0.240 -0.513  -0.2091
5 O -1.564 -0.727 0.784  -0.1301
6 C -0.339 -0.230 1.291  -0.1743
7 H 2.388 0.410 -0.918  0.0757
8 H 2.526 0.327 0.839  0.0703
9 H 1.984 -1.077 -0.074  0.0817
10 H 0.451 1.617 0.403  0.1281
11 H -0.522 0.973 -1.824  0.1229
12 H 0.133 -0.634 -1.305  0.1034
13 H -2.209 -1.057 -1.124  0.1188
14 H -2.579 0.544 -0.500  0.1163
15 H -0.556 0.390 2.161  0.1173
16 H 0.235 -1.098 1.621  0.1171

Properties
- ΔE to the lowest compared entry with this formula, charge and spin (kcal/mol) = 19.95
- net charge = 0
- SMILES = C[C@H]1CCOC1
- E_LUMO (eV) = 1.118
- energy (a.u.) = -271.720823
- highest occupied orbital energy (eV) = -9.481
- gap between HOMO and LUMO (eV) = 10.60